{
  "formula": "CH6N2S",
  "method": "ωB97M-V/def2-TZVPD",
  "charge": 0,
  "mol_weight_g_mol": 78.14,
  "smiles": "[H]/N=C/N.S",
  "de_lowest_kcal_mol": 5.53,
  "symbols": ["H", "N", "C", "N", "H", "H", "H", "S", "H", "H"],
  "coordinates": [[0.174170, 2.690909, -1.792365], [0.376796, 1.955231, -1.120259], [-0.508268, 1.054644, -1.210427], [-0.430729, -0.106803, -0.498171], [-1.358874, 1.106746, -1.896387], [0.449252, -0.321923, -0.068222], [-1.240221, -0.663787, -0.304912], [1.071396, -1.411980, 2.614238], [1.301682, -1.952004, 1.417640], [0.164800, -2.351036, 2.858862]],
  "forces_ev_per_a": [[0.096, 0.015, 0.117], [0.227, 0.226, -0.260], [-0.218, -0.271, -0.039], [0.052, 0.050, -0.398], [-0.147, 0.025, 0.202], [-0.149, 0.089, 0.395], [0.082, -0.057, -0.064], [0.112, 0.133, 0.025], [0.189, -0.039, -0.165], [-0.244, -0.172, 0.189]],
  "nbo_charge": [0.34, -0.71, 0.27, -0.83, 0.14, 0.40, 0.39, -0.27, 0.13, 0.14]
}